[1]
Computed, not measured: C23H33Br36Cl3N3O4S as an isolated structure, with ωB97M-V/def2-TZVPD.

```
! wB97M-V def2-TZVPD RIJCOSX def2/J DEFGRID3
* xyz 1 1
C -0.69249 -1.08651 6.24977
C -0.00548 -0.73037 4.92330
Cl 1.44183 -1.72990 4.62445
C -0.94257 -0.65813 3.72874
Cl -2.10812 0.62903 4.11903
C -1.57211 -1.99959 3.24166
C -3.00668 -1.75135 2.83533
O -3.52815 -2.93310 2.24188
O -4.79075 -2.59471 1.70559
N -1.66546 -3.11352 4.18918
C -0.72670 -4.02065 4.02534
N -0.40324 -4.87965 4.94547
N -0.17859 -3.89285 2.85067
C -0.61493 -2.63064 2.21231
C -1.07026 -2.88616 0.74673
C -0.00379 -2.46334 -0.26466
C 0.09869 -0.91842 -0.37123
C 1.54956 -0.45977 -0.30484
S 1.84959 0.98744 0.70794
O 2.16335 0.51038 2.00429
O 2.88439 1.72203 0.11071
Cl 0.12703 2.05468 0.83713
H -0.07428 -1.81106 6.74498
H -0.73630 -0.20654 6.86645
H -1.67715 -1.48023 6.08669
H 0.36559 0.26541 5.05688
H -0.36672 -0.29581 2.90208
H -3.59167 -1.56375 3.71912
H -3.09995 -0.94679 2.12152
H -4.64399 -2.00071 0.94469
H -2.57634 -3.43129 4.48422
H -0.81769 -4.81364 5.85790
H 0.30766 -5.57841 4.81092
H 0.82806 -4.03720 2.81665
H 0.32601 -2.11657 2.09938
H -1.16992 -3.95382 0.64834
H -2.00311 -2.41489 0.50700
H 0.95187 -2.91898 -0.06050
H -0.36272 -2.80890 -1.21946
H -0.37604 -0.62720 -1.29112
H -0.49574 -0.50164 0.42638
H 2.17558 -1.21978 0.12743
H 1.92038 -0.29048 -1.29965
C -0.83122 -1.87076 -4.60468
Br -0.49926 -3.76198 -4.70699
Br -2.36797 -1.47569 -3.51341
Br 0.72291 -0.90507 -4.01110
H -1.05428 -1.52691 -5.60348
C -5.59241 0.30175 -2.15169
Br -7.25808 1.13379 -1.68193
Br -4.40572 1.51775 -3.03782
Br -4.75316 -0.52296 -0.60676
H -5.81733 -0.49253 -2.85134
C 5.21504 -1.70508 -2.77363
Br 3.95376 -3.09051 -2.32847
Br 5.93202 -1.92950 -4.53964
Br 4.45854 0.05302 -2.52636
H 6.04015 -1.79038 -2.08069
C 4.79994 -3.29704 2.07290
Br 5.42789 -2.62808 3.75699
Br 2.91127 -3.73028 2.14302
Br 5.15284 -2.07508 0.63966
H 5.32704 -4.21649 1.86729
C -4.50039 4.33872 -6.06401
Br -5.95952 3.19264 -6.57641
Br -4.93347 5.39674 -4.51850
Br -2.87308 3.34117 -5.80688
H -4.32988 5.01984 -6.88362
C -8.33670 0.15736 -6.33212
Br -9.67710 0.41909 -4.97702
Br -6.85972 -0.91057 -5.69373
Br -9.08362 -0.56630 -7.94690
H -7.93949 1.13041 -6.57281
C 7.70374 1.83149 -4.38511
Br 7.40086 2.52727 -6.15201
Br 9.30412 0.76640 -4.30704
Br 7.70468 3.22629 -3.05522
H 6.87556 1.17784 -4.15299
C 11.03280 2.28413 -8.86743
Br 10.35773 4.00152 -9.41407
Br 11.63257 2.31029 -7.04027
Br 9.74714 0.88239 -9.17125
H 11.89152 2.06732 -9.48370
C -1.57952 4.69273 4.97173
Br -2.79903 5.07872 6.40511
Br -0.18349 3.48421 5.52772
Br -2.50743 4.05818 3.40216
H -1.09817 5.61931 4.69853
C -8.53640 -2.49667 -1.58585
Br -9.86102 -2.22907 -0.21852
Br -7.06124 -3.56344 -0.95370
Br -9.29652 -3.22435 -3.19160
H -8.14182 -1.52341 -1.83569
C 10.42141 6.10617 -2.76515
Br 9.73133 7.84190 -2.29900
Br 11.09618 6.06994 -4.56551
Br 11.73743 5.49873 -1.49837
H 9.59560 5.41355 -2.72190
C -4.45070 4.77958 10.60817
Br -3.20405 3.41643 10.06264
Br -3.81561 5.75403 12.13826
Br -4.89418 5.95864 9.15034
H -5.36118 4.28016 10.90119
*
```

Computed properties:
HOMO level (eV): -11.1
Calculated total energy (Eh): -95804.23964
Lowest unoccupied orbital energy (Eh): -0.0985
Gap between HOMO and LUMO (eV): 8.41

Results of the Löwdin charge analysis, in e, for atoms 1 through 99: -0.108, -0.717, 0.701, -0.587, 0.724, -0.326, -0.190, -0.152, -0.061, 0.178, -0.454, 0.267, 0.143, -0.188, -0.099, -0.170, -0.237, -0.278, 0.284, -0.350, -0.324, 0.447, 0.057, 0.078, 0.058, 0.063, 0.067, 0.121, 0.107, -0.094, 0.178, 0.142, 0.144, -0.018, 0.096, 0.123, 0.101, 0.077, 0.089, 0.051, 0.062, 0.051, 0.013, -1.605, 0.599, 0.575, 0.622, -0.025, -1.594, 0.643, 0.557, 0.664, -0.066, -1.632, 0.545, 0.627, 0.636, -0.059, -1.556, 0.632, 0.679, 0.645, -0.017, -1.628, 0.593, 0.584, 0.556, -0.028, -1.633, 0.571, 0.566, 0.604, -0.097, -1.636, 0.576, 0.557, 0.602, -0.097, -1.639, 0.571, 0.546, 0.555, -0.032, -1.617, 0.558, 0.569, 0.548, -0.028, -1.654, 0.591, 0.580, 0.575, -0.110, -1.662, 0.571, 0.564, 0.568, -0.106, -1.638

---

[2]
Computed, not measured: an isolated ion of composition C23H33ClN3O3 and charge +1, with ωB97M-V/def2-TZVPD.

```
! wB97M-V def2-TZVPD RIJCOSX def2/J DEFGRID3
* xyz 1 1
C -3.24062 1.20629 -3.43270
C -1.83378 1.53564 -2.95005
O -1.67303 1.32714 -1.55554
C -1.63159 0.07658 -1.04911
C -1.46196 -1.09151 -1.77821
C -1.36779 -2.33866 -1.16450
C -1.14075 -3.59411 -1.96754
N 0.08688 -4.25293 -1.53153
C 1.32860 -3.64086 -1.96748
C 2.32955 -3.77808 -0.81093
N 1.70169 -3.24860 0.42042
C 2.22358 -3.86285 1.64735
C 1.80049 -1.78451 0.49765
C -1.46816 -2.38474 0.21635
Cl -1.36838 -3.90879 1.06698
C -1.63433 -1.23866 0.97755
C -1.70760 -0.00166 0.36438
O -1.85472 1.18044 1.01606
C -1.51559 1.23908 2.39254
C 0.00077 1.03331 2.49930
O 0.49939 -0.06612 2.68426
N 0.70450 2.14731 2.27887
C 2.13498 2.15792 2.07331
C 2.46558 2.29793 0.57822
C 1.93619 3.60195 0.04451
C 0.64992 3.68377 -0.47650
C 0.14852 4.89695 -0.91700
C 0.92526 6.04012 -0.84196
C 2.20780 5.96603 -0.32467
C 2.70797 4.75468 0.11862
H -3.46952 0.15253 -3.29188
H -3.96671 1.79247 -2.87594
H -3.32878 1.44799 -4.48773
H -1.07897 0.97419 -3.51450
H -1.63282 2.60167 -3.07950
H -1.39437 -1.04984 -2.85380
H -1.96418 -4.28779 -1.78229
H -1.13409 -3.35490 -3.03942
H 0.06141 -5.23747 -1.76536
H 1.75757 -4.09554 -2.86841
H 1.14450 -2.58626 -2.18329
H 2.54912 -4.83619 -0.65986
H 3.26022 -3.24886 -1.01769
H 0.69108 -3.52475 0.32690
H 2.05595 -4.93732 1.63194
H 3.29052 -3.66586 1.74026
H 1.71029 -3.44087 2.50892
H 1.28428 -1.40711 1.38210
H 2.84899 -1.49493 0.55500
H 1.34860 -1.32971 -0.37949
H -1.68885 -1.33255 2.04833
H -2.05492 0.49282 2.98288
H -1.80967 2.23734 2.71996
H 0.21778 2.99528 2.02578
H 2.52724 1.21989 2.47091
H 2.56464 2.99476 2.62882
H 3.54828 2.25194 0.45622
H 2.01441 1.46131 0.03925
H 0.03368 2.79815 -0.54644
H -0.85327 4.94671 -1.31687
H 0.53441 6.98505 -1.18687
H 2.81952 6.85337 -0.26611
H 3.70919 4.70100 0.52169
*
```

Computed properties:
Relative energy (zero: lowest compared OMol25 entry of this formula, charge and spin) (kcal/mol): 2.2
HOMO level (eV): -11.0
Calculated total energy (Eh): -1746.19857
Lowest unoccupied orbital energy (Eh): -0.0732
Gap between HOMO and LUMO (eV): 8.96
SMILES: CCOc1cc(CNCC[NH+](C)C)c(Cl)cc1OCC(=O)NCCc1ccccc1

Atom-resolved charges from Löwdin, all expressed in e: -0.051, -0.225, -0.044, -0.184, 0.035, -0.245, -0.173, -0.098, -0.173, -0.109, -0.221, -0.001, -0.005, -0.577, 0.774, -0.029, -0.178, -0.001, -0.065, -0.441, 0.029, 0.092, -0.147, -0.127, -0.247, -0.053, -0.074, -0.082, -0.073, -0.042, 0.070, 0.086, 0.084, 0.119, 0.125, 0.118, 0.126, 0.127, 0.131, 0.133, 0.117, 0.135, 0.140, 0.065, 0.110, 0.114, 0.110, 0.075, 0.116, 0.099, 0.112, 0.134, 0.140, 0.145, 0.119, 0.131, 0.118, 0.109, 0.094, 0.104, 0.105, 0.107, 0.115

---

[3]
Computed, not measured: C23H33IrN4O2Sb2Se as an isolated structure, with ωB97M-V/def2-TZVPD.

```
! wB97M-V def2-TZVPD RIJCOSX def2/J DEFGRID3
* xyz 3 2
Ir -0.19226 -0.11085 -0.33990
C -1.50421 -3.51274 -0.29596
Sb -2.32738 -1.58404 -0.53250
C -3.39031 -1.55567 -2.35263
C -3.73449 -1.20122 1.03015
C -4.80550 -0.26438 0.55212
C -6.00826 -0.79778 0.09331
C -7.02713 0.02350 -0.36401
C -6.85214 1.39970 -0.36640
C -5.66132 1.94172 0.09164
C -4.62960 1.12642 0.55230
C -3.36565 1.76911 1.04639
Sb -1.89053 1.84233 -0.49470
C -2.90104 2.14406 -2.31682
C -0.62646 3.50060 -0.17539
H -2.32481 -4.22197 -0.18798
H -0.88125 -3.53718 0.59574
H -0.92094 -3.76486 -1.17916
H -3.73475 -2.57095 -2.54714
H -2.75343 -1.22474 -3.16970
H -4.25162 -0.89897 -2.24071
H -3.16848 -0.84719 1.89068
H -4.14340 -2.18077 1.28109
H -6.16076 -1.87092 0.11909
H -7.95935 -0.40946 -0.70008
H -7.64668 2.05084 -0.70427
H -5.54330 3.01918 0.11932
H -2.90638 1.27455 1.90115
H -3.53103 2.81318 1.31584
H -3.29692 3.15929 -2.30459
H -3.72608 1.44080 -2.40290
H -2.21099 2.03193 -3.15059
H -1.24232 4.39964 -0.16106
H 0.10081 3.56672 -0.98144
H -0.12114 3.38586 0.78152
O -0.39647 -0.05858 1.63022
N 0.70299 -0.20556 2.34277
N 1.74272 -0.34628 1.66171
O 1.70192 -0.35353 0.32851
C 3.03187 -0.50286 2.29943
C 3.10628 -0.45542 3.68732
C 4.34863 -0.61322 4.27347
C 5.47843 -0.80958 3.48761
C 5.37608 -0.84873 2.10345
C 4.14369 -0.69472 1.49114
H 2.22561 -0.30010 4.29253
H 4.43471 -0.58083 5.35052
H 6.44454 -0.93080 3.95824
H 6.26018 -0.99832 1.49969
H 4.05089 -0.71678 0.41587
C 2.72281 1.86489 -3.70073
N 3.02088 0.49567 -3.26656
C 4.26090 -0.09120 -3.31739
C 4.12184 -1.35964 -2.86053
N 2.79833 -1.52996 -2.53192
C 2.21701 -2.77802 -2.03581
C 2.14248 -0.38932 -2.77920
Se 0.26066 -0.08164 -2.64824
H 3.63504 2.29939 -4.09750
H 2.38429 2.45599 -2.85294
H 1.96848 1.84829 -4.48420
H 5.12749 0.43304 -3.68221
H 4.84263 -2.15279 -2.75952
H 2.96393 -3.56056 -2.12929
H 1.35352 -3.04353 -2.64206
H 1.93643 -2.66625 -0.99058
*
```

Computed properties:
<S²>: 0.77
Relative energy (zero: lowest compared OMol25 entry of this formula, charge and spin) (kcal/mol): 0.0
HOMO level (alpha / beta) (eV): -16.4 / -16.4
Calculated total energy (Eh): -4250.93311
Lowest unoccupied orbital energy (alpha / beta) (Eh): -0.3632 / -0.4199
Gap between HOMO and LUMO (alpha / beta) (eV): 6.55 / 5.00

Atom-resolved charges from Löwdin, all expressed in e: 0.608, -0.242, 1.378, -0.228, -0.246, -0.307, -0.034, -0.031, -0.030, -0.030, -0.301, -0.248, 1.367, -0.230, -0.237, 0.040, 0.028, 0.017, 0.043, 0.013, 0.016, 0.069, 0.087, 0.128, 0.126, 0.126, 0.127, 0.068, 0.088, 0.044, 0.014, 0.017, 0.041, 0.018, 0.030, -0.344, 0.070, -0.156, -0.251, -0.164, 0.007, -0.025, -0.020, -0.037, -0.009, 0.122, 0.128, 0.128, 0.121, 0.101, 0.021, -0.096, 0.025, 0.018, -0.095, 0.015, -0.579, 0.779, 0.113, 0.098, 0.103, 0.153, 0.152, 0.115, 0.096, 0.083